The following is a DFT calculation (the ωB97M-V functional and the def2-TZVPD basis) of 12 unconnected molecules or ions with the total composition C54H143N11O16.

Geometry as XYZ:
```
224
Properties=species:S:1:pos:R:3:mulliken_charge:R:1
O -1.8950 -3.0899 -4.5887 -0.399
O 4.1388 3.8853 -0.4208 -0.494
O -5.4314 3.2009 1.5322 0.223
O -0.7009 -8.0600 7.1410 -0.336
O -5.1229 -1.9614 4.1799 -0.450
O 6.2072 -2.5708 0.7507 -0.474
O 8.6487 0.5708 -3.1031 -0.231
O -2.8525 1.6850 4.8058 -0.180
O 8.6533 6.8648 -3.8070 -0.331
O 3.7063 -2.8826 -3.5355 -0.431
O 0.1975 -4.1562 3.0412 -0.019
O -0.6111 1.9458 1.1208 -0.001
O 0.8712 7.0821 -3.4241 -0.465
O -7.9513 -2.0876 -3.2513 -0.538
O -6.5327 5.4395 -2.3098 -0.406
O -1.7773 -5.2267 -1.0790 0.320
N 4.0658 -1.6717 2.2949 -0.453
N 5.4431 5.3987 -2.4790 -0.138
N -2.8783 4.9634 -1.8155 -0.227
N -1.7025 7.5455 -2.1421 -0.649
N -0.3144 -5.4167 -4.2865 -0.669
N 5.7738 -0.5611 -2.8614 0.139
N -0.6300 -8.1987 0.6730 -0.717
N -0.1838 -6.5464 4.6114 0.054
N -6.8723 -0.0795 2.8180 -0.322
N -0.7362 3.6144 7.2172 -0.702
N -0.3315 -1.4279 -0.3595 0.445
C 5.7304 -3.1578 -0.5204 0.208
C -7.7690 4.7717 -2.0385 -0.599
C 3.8394 -1.6265 -4.2351 -0.911
C -0.9643 6.8152 0.0523 -1.013
C -2.5696 -4.2996 -4.7555 -0.390
C 9.7188 7.7395 -3.2992 -0.773
C -0.0071 0.7339 0.7858 -0.694
C 0.5040 -2.8774 2.4774 -0.946
C -1.8400 -6.6651 -5.6259 -1.548
C -6.3964 2.1516 1.5804 -0.481
C -1.0418 2.4164 6.4351 0.742
C -4.2777 -2.9126 4.7556 -0.834
C 4.4774 4.3654 -2.8264 -1.232
C 0.1543 -4.1173 4.4981 -0.473
C -2.4118 -2.1806 -3.6293 -0.272
C -2.2778 2.0763 3.5193 -0.141
C -1.0067 1.1802 7.3894 -1.309
C -6.7524 -1.3162 -3.0996 -0.380
C -1.0617 -9.1624 6.3728 -0.678
C -4.1767 4.7909 -3.9643 -1.445
C 8.1972 -0.7926 -3.1673 -0.671
C -1.5547 -6.6249 -0.8354 -1.505
C 4.3856 -0.4974 -3.4224 -0.801
C -1.3952 -5.2072 -5.2955 0.403
C 1.9573 6.5005 -4.0954 -0.605
C -0.6368 -5.2161 5.1261 -0.762
C -4.8601 -1.5200 2.8760 0.487
C -5.8124 -1.9398 -2.0892 -0.627
C 3.5355 3.9399 -1.7258 1.311
C -0.6265 -6.8338 0.3743 1.612
C 2.7507 -2.9745 -2.4913 -0.167
C 3.2245 4.0678 0.5853 -0.382
C 0.6125 -7.4945 6.8779 -0.710
C 6.6907 5.3632 -3.3611 -0.402
C 7.7457 6.4585 -2.8813 -0.561
C 0.5888 6.4306 -2.1156 -0.687
C -2.2741 -0.2285 0.1697 -0.233
C -5.6690 4.3556 2.3474 -1.017
C -5.3845 4.9194 -1.6418 -0.548
C 0.8504 -6.2862 0.1249 -1.339
C 6.0235 -1.1101 0.8948 -0.773
C 0.8983 -7.1800 5.3987 -0.731
C -6.1493 -1.1037 2.0894 -0.137
C -6.3302 1.2750 2.8797 -0.335
C -0.8089 -0.1024 -0.2609 0.887
C 9.9850 0.7072 -2.6935 -0.911
C -0.8625 2.7746 0.0248 -0.220
C -2.7270 -4.7617 -0.2078 -0.854
C 4.5142 -0.8572 1.1711 1.838
C -4.1588 5.3128 -2.4955 0.392
C 6.8474 -0.8468 -3.8022 -0.794
C -2.5230 2.6050 5.8348 -1.000
C -0.4838 7.2805 -1.3611 0.201
C 4.0241 0.5220 1.5063 -2.076
H -4.2019 -3.8632 4.2277 0.375
H -0.9390 -6.3868 1.3180 -0.296
H -4.9012 -1.3835 -1.8690 -0.053
H 7.3270 4.4782 -3.3631 0.174
H 2.8340 4.7675 -1.8306 -0.933
H 4.4220 -2.6165 2.3200 0.288
H -2.4622 1.2099 2.8841 -0.323
H -1.2739 1.3351 8.4347 0.383
H 5.5937 5.2042 -1.4994 0.269
H -7.9000 4.6756 -0.9606 0.193
H -1.1640 3.6101 8.1321 0.256
H -3.2381 -2.5875 4.7937 0.246
H 1.3730 -8.1630 7.2815 0.400
H -1.4060 3.6372 0.4103 -0.296
H 10.4902 7.8770 -4.0570 0.258
H -0.4249 -10.0469 6.3885 0.302
H 1.1782 -6.5202 -0.8880 0.407
H 0.6514 -6.5752 7.4623 0.352
H -8.6429 -1.4644 -3.4857 0.310
H 10.4095 1.6282 -3.0932 0.281
H -6.3308 -2.2013 -1.1667 0.422
H 2.6238 -4.0012 -2.1481 0.273
H -5.3715 3.8488 -1.4376 0.397
H -7.0483 -0.3822 -2.6219 0.211
H -2.6868 0.7694 0.3177 0.192
H 6.4829 -0.5137 0.1065 0.175
H 6.5064 -0.7737 1.8123 0.446
H -5.5254 -2.9359 -2.4261 0.354
H -0.2471 -2.0887 2.5209 0.330
H -2.5115 -6.9864 -4.8297 0.352
H -2.4400 -6.6609 -6.5358 0.383
H 3.9224 -1.0732 0.2815 -0.883
H 10.1070 7.5338 -2.3017 0.322
H 1.8530 -6.6597 5.3208 0.422
H -1.7855 -1.2957 -3.7425 0.295
H -2.7365 2.8521 2.9062 0.130
H -6.9510 1.8645 3.5543 0.327
H -0.1858 7.0374 0.7821 0.470
H -0.3571 2.3473 5.5898 0.158
H -7.3580 2.5969 1.3251 0.306
H 6.6681 -0.1386 -4.6112 0.439
H 10.7551 -0.0084 -2.9818 0.343
H 3.9223 4.6131 -3.7311 0.409
H -5.4911 5.3418 -0.6426 0.352
H 0.0169 8.2436 -1.2620 0.398
H 0.9309 -2.9356 1.4762 -0.092
H 1.1974 -8.1240 4.9432 0.481
H 8.8356 -1.3817 -3.8257 0.424
H -6.2910 -1.0723 -4.0565 0.269
H 4.0836 1.3942 0.8552 0.352
H 0.0481 3.2014 -0.3955 -0.062
H -2.5859 -4.9040 0.8636 0.262
H -6.1458 1.4319 0.8011 0.042
H 1.8217 -2.4292 -2.6573 0.452
H -1.1908 2.1093 3.4463 0.310
H -3.2878 2.4616 6.5981 0.383
H -1.6479 -5.0667 4.7473 0.191
H 5.2700 -2.2851 -0.9836 -0.438
H -1.7372 7.4454 0.4925 0.426
H 0.1614 -6.3004 3.6947 -0.006
H 3.0286 0.5658 1.9481 0.515
H 2.7483 6.5416 -3.3465 0.218
H -1.3743 5.8112 0.1621 -0.132
H -4.1397 6.4027 -2.4937 0.252
H -0.0389 0.6854 7.4699 0.343
H -0.4446 -8.7269 -0.1676 0.273
H -4.1903 -2.1547 2.2958 0.245
H -1.1193 -8.9303 5.3094 0.249
H 3.0224 3.0122 -1.9791 0.217
H 3.6444 3.9130 1.5792 0.381
H -5.7654 -0.7393 1.1365 -0.300
H -0.5364 -6.0074 -3.4979 0.136
H -2.3733 5.8376 -1.8431 0.110
H -5.9072 4.0949 3.3787 0.332
H 10.1639 0.7657 -1.6199 0.330
H -1.5095 8.0627 -2.9879 0.236
H 4.6410 0.9604 2.2908 0.487
H 1.7122 5.4624 -4.3200 0.281
H 3.6127 -0.2609 -2.6910 0.466
H 4.8829 3.3813 -3.0613 0.375
H 4.3898 -1.0940 3.0574 0.299
H -2.7643 3.6216 5.5246 0.349
H 8.1837 -1.2582 -2.1819 0.270
H -4.2996 -0.5870 2.9351 -0.369
H -4.8073 5.0192 2.2749 0.239
H -3.3767 -1.8211 -3.9868 0.358
H -3.1449 5.0334 -0.8438 0.087
H -2.1018 -9.3009 6.6678 0.276
H -1.6722 0.3672 7.0991 0.260
H -0.6491 -5.1338 6.2129 0.307
H -1.1055 -7.4704 -5.6154 0.410
H -8.7078 5.2092 -2.3780 0.269
H -2.9489 -4.6166 -3.7841 0.140
H 9.2928 8.7150 -3.0647 0.332
H 1.3676 -2.4795 3.0103 0.485
H -2.3953 -0.8642 1.0468 -0.053
H 6.3603 5.5281 -4.3866 0.351
H 4.5490 -1.8488 -5.0320 0.321
H 0.2950 5.3833 -2.1862 0.394
H -6.8851 -0.4454 3.7594 0.349
H -3.1092 -3.7456 -0.3054 -0.041
H -0.8435 -1.9571 -1.0509 -0.329
H 0.1538 -8.5359 1.2135 0.248
H 1.5431 -6.7469 0.8291 0.516
H 0.6701 -1.4870 -0.4751 -0.147
H 6.8131 -1.7970 -4.3351 0.407
H 0.2035 0.2499 1.7395 -0.015
H 2.7939 -1.4524 -4.4897 0.473
H -5.1089 5.0717 -4.4546 0.353
H 7.2411 7.3874 -2.6155 0.377
H 6.0256 0.2799 -2.3620 0.232
H -2.9457 -0.6444 -0.5813 -0.109
H 1.5142 6.5368 -1.5495 0.442
H -0.7516 0.3859 -1.2337 0.103
H -2.5297 -2.5794 -2.6217 -0.164
H 8.2211 6.0459 -1.9915 0.285
H -7.7767 3.8207 -2.5710 0.256
H -0.2361 -4.4721 -3.9378 0.225
H -1.5280 2.4255 -0.7647 0.371
H -0.9847 -4.7503 -6.1959 0.320
H 0.9491 -5.2030 0.1952 -0.023
H -3.3126 5.2986 -4.3928 0.340
H -5.3061 1.4193 3.2240 0.080
H -3.6493 -5.2419 -0.5347 0.406
H -3.3352 -4.0938 -5.5036 0.378
H -6.8151 -1.9394 1.8741 0.339
H -2.4947 -7.1761 -0.8598 0.376
H 1.0997 -4.1305 5.0404 0.332
H 1.0453 0.8785 0.5412 0.110
H -2.2676 8.2272 -1.6563 0.218
H -0.3251 -3.1816 4.7859 0.485
H -3.9927 3.7217 -3.8589 0.295
H 3.1884 -2.3996 -1.6751 -0.211
H 4.9540 -3.9024 -0.3451 0.161
H 6.5659 -3.5694 -1.0867 0.304
H 2.0856 7.0565 -5.0241 0.319
H -4.6601 -3.0293 5.7696 0.372
H -6.5837 4.8344 1.9980 0.360
H -1.0996 -6.9384 -1.7749 0.373
H 4.1756 0.3209 -4.1110 0.349
H -1.0101 4.4760 6.7668 0.243
H 2.4667 3.2858 0.5383 -0.129
H 2.6737 5.0070 0.5333 0.358
```

Energy, eV: -107450.870
SMILES: COC[C@H](C)N.COC[C@H](C)N.COC[C@H](C)N.COC[C@H](C)N.COC[C@H](C)N.COC[C@H](C)N.COC[C@H](C)N.COCCNCCOC.COCCNCCOC.COCCNCCOC.COCCNCCOC.CCO
Frontier orbital gap, Ha: 0.3328
2S+1: 1
Relative energy (zero: lowest compared OMol25 entry of this formula, charge and spin), kJ/mol: 515.0